No. 1
The following is a quantum chemistry calculation of a single C16H24N2O3S molecule, from the OMol25 dataset.

The geometry in XYZ format:
```
46
Properties=species:S:1:pos:R:3:forces:R:3:lowdin_charge:R:1
C 1.64866 3.81629 -3.94053 -0.111 -0.285 0.354 -0.0620
C 0.76633 2.79871 -3.24228 -0.339 0.068 -0.506 -0.2224
H -0.24105 3.19501 -3.06902 0.148 -0.105 -0.046 0.1281
H 0.66927 1.88108 -3.83436 -0.031 0.149 0.104 0.1283
O 1.35991 2.47851 -1.98687 0.234 0.071 0.165 -0.0142
C 0.69605 1.59937 -1.22786 -0.311 -0.213 0.000 -0.4222
O -0.35753 1.09902 -1.59101 0.075 0.119 -0.131 0.0821
C 1.33727 1.30127 0.04361 -0.159 -0.281 0.311 -0.1084
C 0.74224 0.41238 0.92260 0.293 0.149 0.102 -0.4237
N -0.44046 -0.24228 0.72802 -0.193 0.089 -0.338 0.1090
C -0.93382 -1.12246 1.63259 -0.208 -0.067 -0.121 -0.4625
O -0.36160 -1.36500 2.67800 -0.274 -0.244 0.141 -0.0082
C -2.26263 -1.73718 1.22461 -0.010 -0.132 -0.021 -0.0935
N -2.43328 -1.67774 -0.21104 -0.088 0.122 0.116 -0.1890
C -1.67980 -2.69294 -0.92977 0.117 -0.282 0.005 -0.1801
C -2.31685 -4.08644 -0.87133 -0.023 0.202 -0.165 -0.1795
C -3.75834 -4.02284 -1.37054 -0.003 -0.091 0.293 -0.2067
C -4.53287 -2.97435 -0.57579 0.130 0.137 -0.248 -0.1822
C -3.80787 -1.62782 -0.67077 -0.303 -0.046 0.092 -0.1885
H -4.33847 -0.86352 -0.09793 0.019 0.030 -0.074 0.1187
H -3.78124 -1.30720 -1.71723 -0.086 0.034 -0.002 0.1242
H -5.54719 -2.87304 -0.96485 -0.061 0.011 0.063 0.1088
H -4.60140 -3.28073 0.47057 -0.066 -0.019 0.064 0.1101
H -4.23482 -5.00089 -1.27555 -0.006 0.007 -0.097 0.1074
H -3.76240 -3.74728 -2.42817 -0.030 -0.025 -0.084 0.1120
H -1.73202 -4.77657 -1.48118 0.060 -0.044 0.051 0.1104
H -2.30196 -4.45668 0.15621 0.030 -0.071 0.031 0.1064
H -0.66608 -2.72483 -0.52346 0.038 0.040 -0.101 0.1236
H -1.61807 -2.36723 -1.97287 0.096 -0.036 -0.014 0.1274
H -3.04557 -1.14027 1.70308 0.029 -0.053 0.001 0.1401
H -2.31218 -2.74778 1.65650 0.047 0.142 0.024 0.1288
H -0.92599 -0.07194 -0.15783 0.065 -0.126 0.277 0.1261
S 1.65142 0.18047 2.35922 0.574 0.563 -0.312 1.1751
C 2.86559 1.30092 1.78774 -0.408 -0.144 -0.209 -0.5187
C 2.57384 1.81185 0.56224 0.081 -0.081 0.238 -0.2690
C 3.44131 2.79023 -0.15874 0.034 -0.019 0.070 -0.0268
H 3.75451 2.38152 -1.11719 0.087 0.076 -0.069 0.0854
H 2.89048 3.70728 -0.35709 0.071 0.099 -0.057 0.0856
H 4.32186 3.02573 0.43143 0.095 0.045 0.030 0.0721
C 4.05064 1.58051 2.64836 0.005 0.034 -0.060 -0.1089
H 4.97500 1.30662 2.13990 0.085 -0.014 0.060 0.0817
H 4.10383 2.63814 2.90636 0.058 0.026 0.083 0.0819
H 3.97934 1.00500 3.56727 0.132 0.007 0.138 0.0625
H 1.21670 4.07551 -4.90272 -0.030 0.036 -0.099 0.0763
H 2.64290 3.40609 -4.09568 0.112 0.001 -0.066 0.0770
H 1.73493 4.71488 -3.33561 0.024 0.127 0.008 0.0772
```
Positions in Å, forces in eV/Å.

Its highest occupied orbital energy is -7.745 eV. Its LUMO energy is 0.8118 eV. The structure (SMILES) is CCOC(=O)c1c(NC(=O)CN2CCCCC2)sc(C)c1C. For the energy above the lowest of the compared OMol25 structures with the same formula, charge and spin, the calculation gives 0.222 eV.

***

No. 2
The following is a quantum chemistry calculation of a molecular structure, C14H19ClIN3O6P2 at a distorted geometry, from the OMol25 dataset.

The geometry in XYZ format:
```
46
Properties=species:S:1:pos:R:3:forces:R:3:lowdin_charge:R:1
O 0.45336 2.14145 0.39983 2.359 -3.873 -3.318 0.0483
C 1.11769 1.27486 -0.23192 -1.304 3.583 2.832 -0.2368
O 0.64984 0.58400 -1.39220 -0.074 -0.193 2.288 -0.2037
C -0.01846 -0.66233 -1.07965 -0.040 -0.045 0.980 -1.0368
I -1.04811 -1.24811 -2.94899 0.711 0.369 0.947 0.9675
P 1.17625 -2.12256 -0.70621 0.168 -2.451 -0.550 0.5912
O 0.70196 -2.84369 0.81156 1.367 1.375 -1.059 -0.4114
Cl 3.15662 -1.46216 -0.37662 -0.864 0.447 0.391 0.1915
P -1.42008 -0.49554 0.21591 -4.836 3.074 -0.789 0.5736
O -2.34607 0.65185 -0.26369 3.033 -3.034 1.825 -0.3394
O -0.85870 -0.20421 1.79121 -0.231 -1.730 -2.591 -0.1603
O -2.37435 -1.92762 0.08855 2.037 2.084 1.379 -0.2322
H 2.19334 1.11332 0.16260 -1.523 -0.405 -1.314 0.1378
H 1.45074 -3.47294 0.98983 -1.005 0.585 -0.159 0.0374
H -0.35319 -0.97141 2.14843 -0.450 0.411 -0.301 0.0603
H -3.16360 -1.73164 0.65476 0.707 -0.172 -0.645 0.0906
N -3.77917 -0.64590 -6.59449 0.012 -0.002 -0.041 0.0042
C -3.72387 0.18928 -7.67753 0.001 0.030 0.010 -0.1363
C -2.44458 0.15215 -8.17690 -0.220 0.105 -0.066 -0.1096
C -1.70197 -0.74305 -7.36861 0.073 -0.165 0.189 -0.1102
C -2.55210 -1.22242 -6.40220 0.045 0.038 0.074 -0.1829
H -4.59529 -0.81123 -6.02793 0.155 0.037 -0.111 0.1476
H -4.59664 0.73775 -7.99784 0.110 -0.039 0.016 0.1071
H -2.08392 0.70709 -9.03028 -0.047 -0.058 0.086 0.0919
H -0.66096 -1.00811 -7.48153 -0.106 0.019 0.020 0.0927
H -2.38999 -1.92173 -5.59537 -0.031 -0.028 -0.145 0.0539
N 1.14495 -3.11235 4.15009 -0.009 -0.001 0.029 -0.0042
C 1.05103 -2.91097 5.50170 -0.030 0.050 0.101 -0.1366
C 0.68787 -4.10086 6.08324 0.069 0.267 0.062 -0.1083
C 0.56339 -5.05765 5.04566 0.028 -0.093 -0.276 -0.1075
C 0.85377 -4.42073 3.86452 -0.027 -0.045 -0.043 -0.1486
H 1.39032 -2.40915 3.47218 0.020 -0.160 0.137 0.1232
H 1.24879 -1.94057 5.93127 -0.033 -0.110 -0.015 0.1077
H 0.53043 -4.26490 7.13897 0.020 0.029 -0.110 0.0934
H 0.29189 -6.09763 5.15153 0.035 0.106 -0.025 0.0933
H 0.87719 -4.78374 2.84818 -0.078 -0.039 0.134 0.0934
N 1.77176 4.53429 1.75932 0.125 0.102 0.010 0.0075
C 0.91418 5.56219 2.04294 -0.012 -0.041 0.012 -0.1364
C 1.62718 6.54447 2.68726 -0.237 -0.005 -0.073 -0.1192
C 2.96622 6.09433 2.79092 0.240 -0.129 -0.010 -0.1230
C 3.02608 4.85207 2.20712 -0.045 -0.008 0.017 -0.1489
H 1.51882 3.67596 1.29196 -0.120 0.160 0.116 0.0944
H -0.12715 5.50598 1.76409 0.103 0.012 0.041 0.1088
H 1.22886 7.48325 3.04315 0.032 -0.094 -0.042 0.0880
H 3.79477 6.62068 3.24187 -0.075 -0.056 -0.049 0.0872
H 3.85090 4.16826 2.07334 -0.052 0.091 0.037 0.0999
```
Positions in Å, forces in eV/Å.

Its highest occupied orbital energy is -7.970 eV. Its LUMO energy is -1.3678 eV.

***

No. 3
The following is a quantum chemistry calculation of a molecular structure, C32H22Cl2IrN5O4, from the OMol25 dataset.

The geometry in XYZ format:
```
66
Properties=species:S:1:pos:R:3:forces:R:3:mulliken_spin:R:1
Ir 0.73528 -0.71741 0.00385 0.024 0.527 -0.215 -0.0032
O 0.14060 4.70962 1.05386 -0.063 -0.003 -0.005 0.0076
C -1.05585 4.47169 0.49486 0.027 -0.009 0.008 0.0068
C -1.69738 5.54231 -0.13259 0.044 0.019 -0.005 -0.0045
C -2.92425 5.35961 -0.72976 -0.012 -0.018 -0.008 0.0076
C -3.54969 4.10840 -0.72080 0.003 0.003 0.010 -0.0011
C -2.92301 3.05024 -0.10828 0.012 -0.015 0.053 0.0192
C -1.66694 3.20310 0.50248 -0.022 0.031 0.038 -0.0007
C -0.95517 2.05680 1.08167 -0.071 0.267 -0.144 -0.0289
O 0.17119 2.15707 1.58402 0.144 -0.085 -0.059 0.0800
N -1.66163 0.87783 1.07922 -0.247 -0.058 0.062 0.4684
N -1.01169 -0.26276 1.04682 0.144 -0.212 0.033 0.0977
C -1.78212 -1.27642 1.46624 -0.003 -0.048 0.032 0.0281
C -1.46673 -2.63270 1.54462 -0.039 0.033 0.028 0.0835
C -2.51045 -3.49957 1.99997 -0.020 -0.070 0.027 -0.0273
C -2.29848 -4.82441 2.19323 -0.096 0.040 0.023 0.0438
C -1.00597 -5.36139 1.96330 0.137 0.014 -0.045 0.0377
C 0.02604 -4.57819 1.53815 -0.073 -0.120 0.055 -0.0192
C -0.16956 -3.19503 1.29081 0.123 0.105 0.119 0.1022
O 0.83356 -2.51163 0.87299 -0.183 -0.520 -0.075 0.0993
H 0.43330 3.88452 1.49103 0.043 -0.022 -0.044 0.0004
H -1.20778 6.50662 -0.12316 -0.005 0.003 0.001 0.0001
H -3.41307 6.20174 -1.20255 0.000 0.001 -0.003 0.0003
H -4.51870 3.97810 -1.18196 -0.006 0.003 0.004 0.0001
H -3.39018 2.07496 -0.08739 -0.002 -0.007 0.005 -0.0023
H -2.76942 -0.97950 1.80475 -0.004 0.065 -0.029 -0.0119
H -3.48572 -3.07045 2.19445 0.010 0.026 -0.013 -0.0030
H -3.10036 -5.46448 2.53207 0.015 -0.015 0.001 0.0026
H -0.83432 -6.41728 2.12918 -0.005 0.000 0.004 0.0020
H 1.01367 -4.98107 1.36183 0.009 0.008 -0.006 -0.0006
N 0.85347 1.03570 -1.14340 -0.137 -0.023 0.414 -0.0005
C -0.33537 1.15613 -1.96593 -0.037 -0.056 -0.119 0.0148
C -0.77734 2.31240 -2.53166 0.031 -0.037 -0.060 0.0030
C -1.91069 2.28511 -3.37710 0.027 0.019 -0.024 -0.0025
C -2.53586 1.10930 -3.67613 -0.017 -0.025 -0.003 0.0019
C -2.08915 -0.10626 -3.10102 0.008 0.000 -0.016 0.0000
C -2.64666 -1.37813 -3.37301 -0.008 0.030 0.012 0.0016
C -2.12879 -2.48706 -2.76779 0.005 -0.019 0.004 0.0001
C -1.09307 -2.34158 -1.82718 -0.053 -0.016 0.007 0.0050
N -0.57832 -1.17025 -1.53141 0.061 -0.017 0.013 -0.0048
C -1.01365 -0.05824 -2.20380 0.056 0.028 0.031 -0.0015
H 1.02133 1.86310 -0.57591 -0.018 0.107 -0.061 0.0022
H 1.67002 0.86395 -1.73433 0.049 0.017 0.027 0.0004
H -0.26350 3.24759 -2.34478 -0.009 0.009 0.009 -0.0003
H -2.26434 3.21182 -3.80707 0.010 0.001 0.005 0.0001
H -3.37991 1.09125 -4.35339 0.002 -0.006 -0.002 0.0000
H -3.47381 -1.46059 -4.06677 0.006 0.004 -0.010 0.0000
H -2.51423 -3.47500 -2.97295 -0.001 0.002 0.001 -0.0002
H -0.69682 -3.19661 -1.29382 -0.001 0.026 -0.020 -0.0025
Cl 4.79711 -2.10606 -2.53471 -0.003 -0.002 -0.003 0.0000
C 4.69080 -1.50964 -0.92171 0.022 0.004 0.008 -0.0003
C 5.85965 -1.39954 -0.14768 0.001 -0.009 -0.019 0.0002
C 5.81274 -0.93167 1.13366 -0.007 0.002 0.024 -0.0001
Cl 7.26786 -0.81901 2.06380 0.003 0.001 0.000 0.0000
C 4.58006 -0.54200 1.71060 -0.004 0.000 -0.016 -0.0033
C 4.41111 -0.06271 3.02749 0.013 -0.007 0.009 0.0005
C 3.16382 0.26658 3.47613 -0.022 0.002 0.005 0.0020
C 2.05984 0.13979 2.61887 0.045 0.012 -0.020 0.0053
N 2.19003 -0.28766 1.38296 0.056 -0.003 -0.022 0.0025
C 3.42778 -0.65189 0.91162 0.011 -0.011 0.008 -0.0004
C 3.45959 -1.15015 -0.41800 -0.030 0.035 0.028 0.0014
O 2.33006 -1.23232 -1.10372 0.090 -0.021 -0.064 -0.0015
H 6.80358 -1.69683 -0.58268 -0.001 0.001 -0.001 0.0000
H 5.27500 0.03072 3.67113 0.000 0.004 -0.003 0.0000
H 3.00705 0.62765 4.48189 -0.005 0.001 -0.001 0.0002
H 1.06543 0.41178 2.93491 -0.029 0.004 0.006 -0.0077
```
Positions in Å, forces in eV/Å.

Its highest occupied orbital energy (spin up / spin down) is -10.266 / -10.264 eV. The charge is +1. Its LUMO energy (spin up / spin down) is -3.4852 / -5.0868 eV. For the energy above the lowest of the compared OMol25 structures with the same formula, charge and spin, the calculation gives 0.000 eV. As for the spin multiplicity: 2. As for the expectation value of S²: 0.788.

***

No. 4
The following is a quantum chemistry calculation of 2 unconnected molecules or ions with the total composition C19H22N2O4S2 at a distorted geometry, from the OMol25 dataset.

The geometry in XYZ format:
```
49
Properties=species:S:1:pos:R:3:forces:R:3:lowdin_charge:R:1
C 2.20034 -4.07690 1.47424 -0.087 -0.097 0.165 -0.0843
C 2.55229 -3.38777 0.31146 0.015 -0.028 -0.256 -0.0714
C 2.40256 -2.00651 0.25930 0.048 0.257 -0.012 -0.0771
C 1.92110 -1.31817 1.37408 0.014 -0.367 -0.076 -0.2897
S 1.68675 0.45807 1.23751 -0.257 -0.268 0.016 0.6975
C -0.07250 0.82725 0.85310 -0.217 -0.039 -0.414 -0.3797
C -0.29495 2.12340 0.37921 -1.082 -2.027 1.605 -0.0283
S -1.15509 -0.47827 0.19311 1.181 0.454 -0.149 0.7060
C -1.96495 -1.43427 1.49920 -0.261 -0.214 -0.025 -0.2590
C -1.77827 -2.81446 1.52817 0.555 0.047 -0.276 -0.0711
C -2.57639 -3.62309 2.32243 -0.641 0.146 0.506 -0.0665
C -3.62143 -3.02442 3.04821 0.161 0.229 -0.310 -0.0701
C -3.81996 -1.62721 3.04758 0.093 -1.112 0.186 -0.0692
C -2.95765 -0.86370 2.29101 0.168 1.146 -0.279 -0.0755
O -2.20555 0.19735 -0.55267 0.274 -0.257 0.632 -0.3263
O -0.29834 -1.42807 -0.50024 -0.671 0.347 0.199 -0.3297
O 2.00232 0.97317 2.55189 -0.253 0.267 -0.377 -0.3229
O 2.45068 0.90469 0.08628 -0.256 -0.172 0.649 -0.3143
C 1.67859 -1.99538 2.57470 -0.282 0.129 0.090 -0.0586
C 1.79160 -3.38814 2.62470 0.060 -0.004 -0.374 -0.0790
H 2.23073 -5.16918 1.48445 0.120 0.337 0.036 0.1037
H 2.91750 -3.91562 -0.58777 -0.273 0.245 0.696 0.1148
H 2.65624 -1.43641 -0.63816 -0.191 -0.258 0.295 0.1168
H -1.31415 2.36409 0.05449 0.494 -0.234 0.008 0.0932
H 0.20103 2.93611 0.93362 0.442 -0.294 -1.083 0.1081
H -1.00535 -3.26478 0.91909 0.040 0.121 -0.071 0.1067
H -2.40289 -4.71692 2.36041 -0.223 0.883 -0.060 0.1168
H -4.31636 -3.65071 3.58142 -0.046 -0.128 0.248 0.0952
H -4.64382 -1.17279 3.62298 0.611 -0.283 -0.373 0.1149
H -3.05868 0.22017 2.28999 -0.084 -0.139 -0.107 0.1187
H 1.38393 -1.44708 3.47175 0.021 -0.045 -0.361 0.1191
H 1.54241 -3.94040 3.54420 0.189 0.386 -0.526 0.1113
C -0.45207 0.60787 -3.19630 0.178 -0.212 -0.130 0.0094
C 0.10604 1.94285 -2.79552 -1.035 0.495 1.218 -0.3608
N 0.46271 2.22211 -1.56380 1.603 -0.308 -1.480 0.0191
C 1.44799 3.30724 -1.52206 -0.508 0.641 0.048 -0.2186
C 0.78337 4.53276 -2.13328 -0.276 0.697 -0.024 -0.1788
C 0.60421 4.25144 -3.62046 0.371 0.039 -0.040 -0.1822
N 0.11480 2.88188 -3.76705 0.219 -0.018 -1.156 0.0546
H -0.59819 0.57596 -4.29959 -0.039 -0.097 0.777 0.0846
H 0.29216 -0.16667 -2.89901 -0.712 0.455 -0.171 0.0980
H -1.39798 0.43167 -2.65948 0.412 -0.104 -0.295 0.0702
H 1.69725 3.46510 -0.46489 0.322 0.038 -0.502 0.0984
H 2.37755 3.11656 -2.12646 -0.711 -0.304 0.774 0.1406
H -0.22278 4.67499 -1.69677 0.510 0.058 0.089 0.1210
H 1.38989 5.43686 -1.97312 -0.301 -0.148 -0.166 0.1153
H -0.08767 4.95045 -4.12597 0.256 -0.331 0.330 0.1228
H 1.58974 4.32727 -4.11112 -0.330 0.070 0.000 0.1178
H -0.23871 2.61762 -4.68490 0.379 0.002 0.527 0.1384
```
Positions in Å, forces in eV/Å.

Its highest occupied orbital energy is -8.321 eV. Its LUMO energy is 0.5082 eV. The structure (SMILES) is C=C(S(=O)(=O)c1ccccc1)S(=O)(=O)c1ccccc1.CC1=NCCCN1. For the energy above the lowest of the compared OMol25 structures with the same formula, charge and spin, the calculation gives 4.427 eV.

***

No. 5
The following is a quantum chemistry calculation of 2 unconnected molecules or ions with the total composition C3H7O3 at a distorted geometry, from the OMol25 dataset.

The geometry in XYZ format:
```
13
Properties=species:S:1:pos:R:3:forces:R:3:lowdin_charge:R:1
O 0.56284 0.88327 2.56192 -0.183 0.579 -2.519 -0.1085
C 0.10832 0.90100 1.37156 -2.080 -2.443 0.699 -0.6464
O -1.10547 1.17276 1.00947 1.927 0.441 0.145 -0.1353
C 0.84508 0.06123 0.19909 1.224 0.969 1.463 -0.2055
C 0.15908 -1.29213 -0.04714 2.130 -1.177 2.227 -0.1299
H 1.91118 -0.04150 0.54819 -0.930 -0.393 -0.383 0.0997
H 0.88583 0.68349 -0.67163 -0.051 0.318 -0.656 0.0587
H 0.78944 -2.08788 -0.50046 0.191 0.799 -0.234 0.0567
H -0.74929 -1.34495 -0.59293 -1.087 0.481 -0.038 0.0366
H 0.10023 -1.70405 1.00121 -0.866 0.185 -0.963 0.0896
H -1.12854 1.14852 -0.91631 -0.386 1.455 -0.190 0.0076
H -1.15852 0.33182 -2.04953 -0.084 0.109 -1.019 0.0020
O -1.22019 1.28841 -1.91344 0.195 -1.322 1.468 -0.1253
```
Positions in Å, forces in eV/Å.

Its highest occupied orbital energy is -4.371 eV. The charge is -1. Its LUMO energy is 4.0590 eV. For the energy above the lowest of the compared OMol25 structures with the same formula, charge and spin, the calculation gives 0.909 eV.

***

What calculated total energy values result from the calculations? In sequence: -1357.54822, -2601.17165, -2831.99049, -1943.93091, -344.27681 a.u..